{"formula": "C34H47AsN4P2Tl", "method": "wB97M-V/def2-TZVPD", "orbital_gap_ev": 8.037, "total_energy_ev": -126086.8555, "de_lowest_kcal_mol": 2.4, "charge": 1, "species": ["Tl", "N", "C", "C", "N", "C", "C", "N", "C", "C", "N", "H", "H", "H", "H", "H", "H", "H", "H", "H", "H", "H", "H", "H", "H", "H", "H", "H", "H", "C", "P", "C", "C", "C", "C", "C", "C", "C", "P", "C", "C", "H", "H", "H", "H", "H", "H", "H", "H", "H", "H", "H", "H", "H", "H", "H", "H", "C", "C", "C", "C", "C", "C", "As", "C", "C", "C", "C", "C", "C", "C", "C", "C", "C", "C", "C", "H", "H", "H", "H", "H", "H", "H", "H", "H", "H", "H", "H", "H"], "coordinates": [[-1.0865, 1.0988, 0.3635], [0.3323, 3.2660, 0.4238], [0.2382, 4.0281, -0.8220], [0.0250, 3.1117, -2.0108], [-1.2065, 2.3194, -2.0095], [-2.4098, 3.1316, -2.2390], [-3.0249, 3.7971, -1.0111], [-3.1558, 2.8336, 0.0745], [-1.0598, 1.3113, -3.0780], [-2.1264, 0.2290, -3.1640], [-2.1472, -0.6278, -1.9754], [1.2058, 2.7547, 0.4651], [0.2991, 3.8769, 1.2287], [-0.5727, 4.7474, -0.7203], [1.1393, 4.6105, -1.0461], [0.0906, 3.7172, -2.9296], [0.8636, 2.4101, -2.0363], [-2.2385, 3.9086, -2.9988], [-3.1714, 2.4669, -2.6435], [-2.4294, 4.6276, -0.6408], [-3.9779, 4.2271, -1.3380], [-3.3879, 3.2867, 0.9507], [-3.8926, 2.1584, -0.1048], [-1.0066, 1.8051, -4.0612], [-0.0965, 0.8169, -2.9233], [-3.1194, 0.6595, -3.2841], [-1.9270, -0.3345, -4.0807], [-2.9866, -1.1933, -1.9495], [-1.3650, -1.2744, -1.9818], [0.2377, -0.6694, 3.3171], [-1.6003, -0.4866, 3.4059], [-1.8314, -0.6963, 5.2206], [-2.1326, -2.1372, 2.7807], [-1.5320, -3.3068, 3.2433], [-1.9228, -4.5489, 2.7709], [-2.9322, -4.6371, 1.8255], [-3.5433, -3.4857, 1.3542], [-3.1571, -2.2269, 1.8159], [-3.9238, -0.6799, 1.1819], [-5.0318, -1.3173, -0.1511], [-5.2020, -0.3762, 2.4744], [0.5207, -1.0341, 2.3282], [0.6240, -1.3591, 4.0692], [0.7058, 0.3050, 3.4662], [-1.4319, -1.6472, 5.5750], [-2.8910, -0.6423, 5.4713], [-1.3187, 0.1190, 5.7330], [-0.7429, -3.2506, 3.9842], [-1.4429, -5.4464, 3.1399], [-3.2468, -5.6044, 1.4556], [-4.3323, -3.5785, 0.6196], [-4.4657, -1.8694, -0.9031], [-5.4947, -0.4602, -0.6431], [-5.8256, -1.9609, 0.2303], [-5.7482, -1.2941, 2.6944], [-5.9026, 0.3815, 2.1182], [-4.7336, -0.0076, 3.3872], [5.2474, 2.7706, -3.4312], [4.8647, 3.2788, -2.1968], [4.0329, 2.5364, -1.3718], [3.5933, 1.2722, -1.7604], [3.9844, 0.7662, -2.9948], [4.8093, 1.5154, -3.8261], [2.3121, 0.3680, -0.5927], [2.3796, -1.4526, -1.2539], [1.8088, -1.9595, -2.4135], [1.9023, -3.3160, -2.6969], [2.5551, -4.1624, -1.8089], [3.1314, -3.6604, -0.6517], [3.0554, -2.3004, -0.3677], [3.6555, -1.6250, 0.8041], [4.3950, -2.2391, 1.8095], [4.9246, -1.4779, 2.8411], [4.7171, -0.1040, 2.8844], [3.9659, 0.5149, 1.8942], [3.4508, -0.2422, 0.8538], [5.8892, 3.3514, -4.0808], [5.2164, 4.2514, -1.8772], [3.7448, 2.9385, -0.4051], [3.6720, -0.2233, -3.3028], [5.1168, 1.1101, -4.7817], [1.3231, -1.2981, -3.1228], [1.4737, -3.7122, -3.6085], [2.6245, -5.2206, -2.0263], [3.6476, -4.3304, 0.0244], [4.5626, -3.3089, 1.7904], [5.5064, -1.9587, 3.6170], [5.1376, 0.4813, 3.6916], [3.7922, 1.5838, 1.9376]], "forces_ev_per_angstrom": [[-0.4, -0.8, 0.2], [0.1, 0.5, 0.0], [0.1, 0.2, -0.1], [0.1, 0.2, -0.1], [-0.1, 0.0, -0.3], [0.0, 0.1, 0.0], [0.1, 0.0, 0.0], [-0.2, -0.1, 0.2], [-0.1, -0.1, -0.1], [0.0, -0.2, 0.2], [0.1, 0.2, 0.0], [0.1, 0.0, 0.0], [0.0, 0.1, 0.1], [0.1, 0.0, 0.0], [0.0, 0.0, 0.1], [0.0, 0.0, 0.0], [0.0, 0.1, 0.0], [0.1, -0.1, -0.1], [0.0, 0.0, 0.0], [0.0, 0.0, -0.1], [0.0, 0.0, 0.1], [0.0, 0.0, 0.0], [0.0, 0.0, 0.0], [0.0, 0.0, 0.0], [0.0, 0.0, 0.0], [0.0, 0.0, 0.0], [0.0, 0.0, -0.1], [0.1, 0.1, 0.0], [0.0, 0.0, 0.0], [-0.1, 0.0, 0.0], [0.1, 0.0, 0.1], [0.0, 0.0, -0.1], [-0.1, 0.0, -0.1], [0.0, 0.0, 0.0], [0.0, 0.0, 0.0], [0.0, 0.0, 0.0], [0.0, 0.0, 0.0], [0.2, 0.1, 0.1], [-0.2, 0.0, -0.1], [0.0, 0.0, 0.1], [0.0, -0.1, 0.0], [0.0, 0.0, 0.0], [0.0, 0.0, 0.0], [0.0, 0.0, 0.0], [0.0, 0.0, 0.0], [0.0, 0.0, 0.0], [0.0, 0.0, 0.0], [0.0, 0.0, 0.0], [0.0, 0.0, 0.0], [0.0, 0.0, 0.0], [0.0, 0.0, 0.0], [-0.1, 0.0, 0.1], [0.0, 0.0, 0.0], [0.0, 0.0, 0.0], [-0.1, 0.0, 0.0], [0.0, 0.0, 0.0], [0.0, 0.0, 0.0], [0.0, 0.0, 0.0], [0.0, 0.0, 0.0], [0.0, 0.0, 0.0], [0.0, 0.0, 0.0], [0.1, 0.0, 0.0], [0.0, 0.0, 0.0], [0.3, -0.2, -0.1], [-0.1, 0.0, 0.0], [0.0, 0.1, 0.0], [0.0, 0.0, 0.0], [0.0, 0.0, 0.0], [0.0, 0.0, 0.0], [0.0, 0.1, 0.0], [0.0, 0.0, 0.0], [0.0, 0.0, 0.0], [0.0, 0.0, 0.0], [0.0, 0.0, 0.0], [0.0, 0.0, 0.0], [0.0, 0.0, 0.0], [0.0, 0.0, 0.0], [0.0, 0.0, 0.0], [0.0, 0.0, 0.0], [0.0, 0.0, 0.0], [0.0, 0.0, 0.0], [-0.1, 0.0, 0.0], [0.0, 0.0, 0.0], [0.0, 0.0, 0.0], [0.0, 0.0, 0.0], [0.0, 0.0, 0.0], [0.0, 0.0, 0.0], [0.0, 0.0, 0.0], [0.0, 0.0, 0.0]]}